93
Properties=species:S:1:pos:R:3:forces:R:3 method="wB97M-V/def2-TZVPD" homo_ev=-9.809 homo_lumo_gap_ev=7.97 lumo_energy_ev=-1.84 fmax_ev_per_a=9.55 energy_ev=-189283.6906
C 0.552 3.319 -3.567 0.425 1.823 -0.279
S 0.331 2.206 -2.033 -0.983 -5.758 -3.625
O -1.132 1.707 -1.974 3.901 2.242 0.275
O 1.347 1.021 -2.247 -2.605 4.141 1.161
Si 0.869 3.475 -0.333 2.083 1.785 0.720
O 2.612 3.535 -0.126 -2.317 -2.502 1.105
Si 3.219 2.227 0.876 0.965 1.269 -0.802
S 4.255 3.207 2.556 -0.656 0.756 -0.412
I 1.536 0.561 1.587 0.540 0.627 -0.314
C 4.645 1.289 -0.096 1.320 -1.188 -0.947
C 4.373 -0.334 -0.194 0.995 -3.952 5.740
O 4.480 -1.186 0.860 -0.660 6.180 -7.252
Br 3.894 -1.172 -1.978 0.412 1.224 1.723
H -0.307 3.182 -4.354 1.772 -0.226 1.701
H 1.639 3.165 -4.012 -2.479 -0.024 0.996
H 0.493 4.459 -3.221 0.067 -2.475 -0.561
H 0.109 3.182 0.875 -0.030 -0.352 0.005
H 0.459 4.843 -0.741 0.179 -0.296 -0.227
H 3.811 4.544 2.525 0.162 -1.594 -0.327
H 4.823 1.770 -1.171 -0.694 -1.209 2.244
H 5.687 1.412 0.468 -2.370 -0.394 -0.956
C -2.253 0.600 3.588 -0.400 -0.260 -0.115
C -3.565 0.398 3.751 0.402 -0.141 -0.223
C -4.358 1.227 4.680 -0.606 -0.017 0.172
O -5.557 1.042 4.831 0.607 0.043 -0.120
C -3.646 2.288 5.420 0.355 0.188 0.097
C -2.335 2.490 5.257 -0.331 0.132 0.197
C -1.542 1.661 4.328 0.788 0.194 -0.041
O -0.343 1.847 4.177 -0.795 -0.118 0.112
H -1.657 0.001 2.911 -0.009 0.018 0.003
H -4.101 -0.376 3.215 -0.008 0.031 0.026
H -4.243 2.888 6.097 0.004 0.004 -0.059
H -1.799 3.264 5.793 -0.047 -0.005 -0.006
C -3.429 2.584 -8.475 0.251 0.421 0.143
C -2.362 3.154 -7.908 -0.419 0.031 -0.215
C -1.259 2.340 -7.359 0.594 0.277 0.300
O -0.283 2.861 -6.838 -0.562 -0.254 -0.242
C -1.381 0.872 -7.463 -0.212 -0.380 -0.133
C -2.449 0.302 -8.031 0.433 -0.020 0.221
C -3.551 1.116 -8.580 -0.788 -0.464 -0.417
O -4.527 0.595 -9.101 0.691 0.388 0.366
H -4.247 3.166 -8.882 0.004 -0.048 0.001
H -2.257 4.229 -7.825 0.027 -0.038 0.010
H -0.564 0.289 -7.057 -0.004 0.047 0.012
H -2.553 -0.773 -8.114 -0.030 0.047 -0.010
C -7.495 3.331 3.472 -0.252 -0.319 -0.146
C -8.515 3.042 2.658 0.319 -0.064 0.276
C -9.208 4.097 1.893 -0.724 -0.305 -0.563
O -10.143 3.834 1.149 0.623 0.218 0.488
C -8.730 5.484 2.061 0.314 0.347 0.208
C -7.710 5.773 2.875 -0.321 0.167 -0.303
C -7.017 4.718 3.640 0.535 0.093 0.432
O -6.082 4.982 4.384 -0.485 -0.126 -0.354
H -6.976 2.569 4.040 -0.013 0.029 0.012
H -8.877 2.030 2.523 -0.006 0.045 -0.010
H -9.249 6.246 1.493 -0.011 -0.043 0.000
H -7.348 6.786 3.010 0.011 -0.037 0.013
C 5.382 -4.070 -3.748 -0.074 -0.349 0.297
C 5.553 -5.315 -3.294 -0.139 0.385 0.039
C 6.258 -6.334 -4.097 0.057 -0.563 0.283
O 6.413 -7.474 -3.683 -0.207 0.839 -0.339
C 6.766 -5.923 -5.421 0.063 0.302 -0.335
C 6.595 -4.678 -5.875 0.183 -0.467 -0.072
C 5.891 -3.659 -5.072 -0.134 0.896 -0.280
O 5.735 -2.519 -5.486 0.103 -0.794 0.270
H 4.867 -3.311 -3.172 0.087 -0.093 -0.046
H 5.187 -5.632 -2.325 0.021 -0.010 -0.032
H 7.281 -6.682 -5.997 -0.015 -0.007 0.037
H 6.962 -4.361 -6.844 -0.022 0.018 0.039
C 6.137 -10.825 -3.665 0.273 0.304 0.141
C 7.205 -10.254 -3.098 -0.241 0.055 -0.088
C 8.307 -11.069 -2.549 0.594 0.370 0.328
O 9.284 -10.548 -2.028 -0.583 -0.359 -0.321
C 8.185 -12.536 -2.653 -0.211 -0.438 -0.122
C 7.118 -13.106 -3.221 0.454 -0.047 0.232
C 6.015 -12.292 -3.769 -0.739 -0.232 -0.389
O 5.039 -12.813 -4.291 0.603 0.261 0.318
H 5.320 -10.242 -4.072 0.020 -0.003 0.010
H 7.309 -9.179 -3.014 -0.002 -0.258 -0.002
H 9.003 -13.119 -2.246 -0.002 0.030 0.001
H 7.013 -14.182 -3.304 -0.030 0.037 -0.015
C -2.326 5.090 9.906 -0.004 0.046 0.460
C -3.023 5.255 11.034 0.434 -0.066 -0.239
C -4.492 5.407 11.012 -0.533 0.129 0.836
O -5.131 5.560 12.044 0.457 -0.109 -0.728
C -5.159 5.369 9.695 0.024 -0.047 -0.482
C -4.462 5.204 8.567 -0.403 0.044 0.200
C -2.994 5.052 8.590 0.393 -0.078 -0.636
O -2.355 4.899 7.558 -0.367 0.034 0.582
H -1.249 4.978 9.905 -0.026 -0.002 -0.036
H -2.549 5.285 12.007 -0.051 0.003 -0.019
H -6.236 5.481 9.697 0.030 -0.001 0.034
H -4.936 5.175 7.594 0.026 0.016 -0.025

84
Properties=species:S:1:pos:R:3:forces:R:3 method="wB97M-V/def2-TZVPD" homo_ev=-8.057 homo_lumo_gap_ev=6.86 lumo_energy_ev=-1.20 fmax_ev_per_a=0.52 energy_ev=-74373.8381
Ir -0.804 -0.209 -0.248 -0.126 0.143 0.042
C -3.888 1.982 -2.440 0.008 -0.019 -0.013
O -3.690 2.528 -1.097 -0.001 -0.004 0.028
C -2.723 1.799 -0.562 -0.084 0.003 -0.126
N -2.290 0.793 -1.226 0.284 0.048 0.049
C -3.034 0.692 -2.491 -0.039 -0.006 -0.014
C -2.144 0.592 -3.702 -0.022 0.023 -0.045
C -1.198 1.580 -3.961 -0.028 -0.024 -0.004
C -0.378 1.479 -5.074 -0.007 0.023 0.021
C -0.512 0.402 -5.940 0.013 0.000 -0.003
C -1.459 -0.578 -5.687 0.001 -0.019 -0.001
C -2.270 -0.486 -4.567 0.015 -0.005 0.023
C -2.207 2.047 0.786 -0.049 0.071 0.090
C -2.611 2.989 1.714 -0.003 0.012 -0.007
C -2.004 2.981 2.964 -0.040 0.043 -0.002
C -1.012 2.056 3.261 0.088 -0.040 0.004
C -0.653 1.150 2.279 -0.072 0.128 0.079
N -1.253 1.162 1.089 0.030 -0.113 -0.105
C 0.430 0.167 2.284 0.115 -0.108 -0.024
N 0.641 -0.585 1.262 -0.199 -0.117 -0.023
C 2.001 -1.150 1.431 0.078 0.032 -0.045
C 2.247 -0.909 2.929 0.056 0.005 -0.043
O 1.301 0.135 3.283 -0.001 0.072 0.002
C 2.243 -2.571 0.989 0.062 -0.044 0.086
C 3.287 -3.276 1.589 -0.058 0.000 0.051
C 3.600 -4.561 1.176 0.001 -0.025 -0.020
C 2.880 -5.154 0.148 0.028 0.007 0.025
C 1.857 -4.450 -0.464 -0.017 0.016 -0.015
C 1.538 -3.163 -0.050 0.040 0.015 -0.045
H -3.539 2.730 -3.148 0.004 0.000 0.004
H -4.952 1.805 -2.566 -0.001 0.007 -0.006
H -3.655 -0.205 -2.427 0.006 0.003 0.005
H -1.082 2.415 -3.281 0.012 0.013 0.009
H 0.377 2.235 -5.246 0.000 -0.005 -0.003
H 0.138 0.315 -6.800 -0.002 0.005 -0.003
H -1.545 -1.433 -6.344 0.000 -0.003 0.004
H -2.980 -1.275 -4.345 -0.006 0.003 -0.003
H -3.382 3.702 1.460 0.003 0.000 -0.007
H -2.304 3.703 3.710 -0.001 -0.003 -0.003
H -0.515 2.041 4.220 -0.003 -0.013 -0.002
H 2.654 -0.491 0.846 -0.048 0.005 -0.028
H 3.241 -0.535 3.158 0.000 -0.015 0.006
H 2.017 -1.790 3.529 -0.017 0.006 0.005
H 3.870 -2.823 2.383 -0.002 -0.012 0.001
H 4.409 -5.096 1.656 0.003 0.000 -0.003
H 3.126 -6.156 -0.180 -0.001 -0.004 0.004
H 1.301 -4.888 -1.283 -0.008 0.002 0.001
H 0.755 -2.628 -0.568 -0.043 -0.077 0.120
C 4.483 2.864 3.615 0.007 0.003 0.002
C 3.656 2.773 2.361 0.001 -0.009 -0.006
C 4.109 2.066 1.248 0.005 0.013 0.008
C 3.331 1.956 0.106 -0.004 0.000 0.015
C 2.079 2.556 0.065 -0.035 0.009 -0.010
C 1.628 3.292 1.148 0.006 0.033 0.016
C 2.413 3.394 2.288 -0.006 -0.011 0.008
S 1.035 2.280 -1.355 0.232 -0.163 0.041
O 1.787 2.664 -2.524 0.020 0.048 -0.006
O -0.179 3.017 -1.054 -0.029 -0.062 0.034
N 0.785 0.724 -1.320 -0.429 0.253 -0.145
C 1.356 -0.159 -2.325 0.165 -0.070 0.090
C 0.418 -1.326 -2.632 0.169 0.185 -0.186
O 0.599 -2.001 -3.623 -0.050 -0.108 0.095
O -0.505 -1.572 -1.737 -0.138 -0.058 0.020
H 5.480 2.454 3.461 0.000 0.001 0.002
H 4.014 2.314 4.434 -0.001 0.001 -0.009
H 4.590 3.900 3.940 0.004 -0.001 0.002
H 5.088 1.601 1.274 -0.001 -0.001 0.002
H 3.690 1.408 -0.757 0.003 -0.004 0.003
H 0.667 3.788 1.082 -0.016 -0.029 0.010
H 2.056 3.971 3.135 0.005 -0.001 -0.005
H 2.281 -0.632 -1.959 0.012 0.035 -0.034
H 1.601 0.359 -3.250 -0.054 -0.008 -0.012
N -5.726 -4.546 3.354 -0.002 0.013 0.002
C -4.986 -3.879 2.779 -0.010 -0.027 0.000
C -4.058 -3.047 2.066 0.023 0.017 -0.012
C -2.718 -3.411 1.961 -0.011 0.005 0.008
C -1.831 -2.590 1.287 -0.015 -0.008 -0.029
C -2.223 -1.389 0.676 0.106 -0.072 0.079
C -3.581 -1.061 0.797 0.016 -0.015 -0.032
C -4.486 -1.863 1.475 -0.013 -0.006 0.010
H -2.376 -4.334 2.412 -0.002 0.001 0.000
H -0.799 -2.909 1.232 0.080 -0.005 -0.037
H -3.977 -0.159 0.345 -0.004 0.012 0.014
H -5.528 -1.576 1.546 0.001 0.000 0.000